(P)
Formula: C5H14N4
Source: OMol25
Level of theory: ωB97M-V/def2-TZVPD

```
! RIJCOSX wB97M-V def2-TZVPD def2/J DEFGRID3
* xyz 0 1
C -0.6164 0.7681 0.1017
C -0.0460 -0.5433 0.2960
C 0.0387 -1.5795 -0.8005
N -0.7330 1.5831 1.1707
N -0.9274 1.2519 -1.1311
N 0.1681 -0.9201 1.6666
N -2.1893 -0.9397 0.6119
C 1.7421 0.4614 0.0661
C 2.4075 0.6740 -1.0561
H -0.6505 2.5798 1.0678
H -0.4695 1.1481 2.0475
H -1.0527 2.2467 -1.2279
H -0.4915 0.8084 -1.9211
H 1.0515 -1.4072 1.7612
H -0.6224 -1.5118 1.9170
H -2.7387 -0.1910 1.0359
H -2.6153 -1.0916 -0.3029
H 2.1883 0.7021 1.0309
H -0.5552 -2.4377 -0.4916
H -0.3775 -1.2371 -1.7491
H 1.0757 -1.8622 -0.9792
H 3.4332 1.0415 -1.0795
H 1.9803 0.4560 -2.0341
*
```

The frontier orbital gap (alpha / beta) comes out at 7.09 / 7.09 eV. For the LUMO energy (alpha / beta), the calculation gives 0.024 / 0.024 hartree.



(Q)
Formula: C5H14N4
Source: OMol25
Level of theory: ωB97M-V/def2-TZVPD

```
! RIJCOSX wB97M-V def2-TZVPD def2/J DEFGRID3
* xyz 0 1
C -0.8166 1.9662 0.1321
C 1.9678 -2.2720 0.7957
C -2.5998 0.2307 -0.4583
N 1.9147 -0.8497 0.4960
N 0.8346 -0.1282 1.1009
C -1.2564 0.5152 0.1363
N 1.9399 -0.6541 -0.8908
N -0.1804 2.3961 -1.1072
C -0.4712 -0.4403 0.6233
H 0.9264 -0.2044 2.1085
H 2.2322 0.3064 -1.0684
H 1.0267 -0.8198 -1.3229
H 0.6713 1.8675 -1.2519
H -0.7928 2.2200 -1.8981
H -0.7804 -1.4874 0.5875
H -1.6872 2.6092 0.2908
H -0.0992 2.1358 0.9370
H 2.8958 -2.6514 0.3753
H 1.1287 -2.8464 0.3671
H 1.9816 -2.4064 1.8825
H -3.3772 0.6977 0.1405
H -2.6663 0.6526 -1.4634
H -2.7923 -0.8375 -0.5123
*
```

Its structure (SMILES) is C/C(=C/NN(C)N)CN. The frontier orbital gap comes out at 9.26 eV. For the LUMO energy, the calculation gives 0.034 hartree.



(R)
Formula: C5H14N4
Source: OMol25
Level of theory: ωB97M-V/def2-TZVPD

```
! RIJCOSX wB97M-V def2-TZVPD def2/J DEFGRID3
* xyz 0 1
C 1.7371 0.9840 1.3352
N 0.2778 0.9676 1.4322
C -0.7814 1.4267 0.5923
N -2.0170 1.7611 0.4515
H -0.0726 0.3686 2.1729
H -2.6305 0.9645 0.2272
H -0.4654 2.4798 0.6591
H 2.1272 1.8432 1.8868
H 2.1701 0.0841 1.7900
H 2.1009 1.0808 0.3106
C 1.1944 -1.8112 -0.1820
C -0.7163 -0.3887 -0.9108
N -0.0502 0.3043 -1.9209
N -2.0277 -0.7473 -1.1372
C -0.0795 -1.1017 0.0832
H -0.7371 0.8873 -2.4005
H 0.6077 0.9667 -1.5060
H -2.2744 -1.6826 -0.8232
H -2.1942 -0.7628 -2.1464
H -0.6719 -1.5690 0.8633
H 1.7005 -2.1052 0.7383
H 0.9251 -2.7277 -0.7200
H 1.8776 -1.2225 -0.7957
*
```

Its structure (SMILES) is [H]/N=C\NC.CC=C(N)N. The frontier orbital gap (alpha / beta) comes out at 7.38 / 7.38 eV. For the LUMO energy (alpha / beta), the calculation gives 0.028 / 0.028 hartree.



It turns out (Q) is the most stable, with the second structure 45.6 kcal/mol higher.



(P)
Formula: C9H16N2
Source: OMol25
Level of theory: ωB97M-V/def2-TZVPD

```
! RIJCOSX wB97M-V def2-TZVPD def2/J DEFGRID3
* xyz 0 1
N 1.9507 -1.0992 -0.8576
C 0.7046 -0.8402 -1.1029
C -3.1966 2.0882 -0.3444
C -1.9226 1.9038 -0.7989
N 0.2439 -1.6851 -2.0248
C 2.6240 -0.3277 0.2339
C -1.4057 0.5501 -1.1902
C 2.1222 -0.7762 1.6236
C 0.5626 -0.9920 1.7586
C -0.3450 0.1165 1.1052
C -0.1125 0.2637 -0.4434
H -3.5056 3.1243 -0.0684
H -3.9212 1.2988 -0.2629
H -1.2414 2.7425 -0.8708
H 0.8118 -2.4690 -2.2548
H -0.7819 -1.7246 -2.1402
H 2.4555 0.7552 0.1119
H 3.6873 -0.5143 0.2179
H -1.2107 0.5791 -2.2555
H -2.1647 -0.2255 -1.0399
H 2.6309 -1.7266 1.8335
H 2.4638 -0.0498 2.3866
H 0.3036 -1.9320 1.2573
H 0.3215 -1.1369 2.8499
H -0.1762 1.0749 1.5723
H -1.3952 -0.1861 1.2604
H 0.4968 1.1880 -0.5565
*
```

Its structure (SMILES) is C=CC[C@H]1CCCCN=C1N. The frontier orbital gap comes out at 9.25 eV. For the LUMO energy, the calculation gives 0.036 hartree.



(Q)
Formula: C9H16N2
Source: OMol25
Level of theory: ωB97M-V/def2-TZVPD

```
! RIJCOSX wB97M-V def2-TZVPD def2/J DEFGRID3
* xyz 0 1
C -0.6329 -2.2132 -0.0192
C 0.5931 -1.7083 -0.2050
C 0.8526 -0.0689 -0.0170
C 1.6834 -2.6719 -0.3970
C 1.4377 -0.0373 1.4358
C 1.8610 0.3109 -1.0877
C -2.2305 0.9510 -1.0759
C -2.1372 2.2767 0.8965
C -1.4223 1.0943 0.2827
N -1.7406 -2.5355 -0.0471
N -0.0323 1.2100 0.1560
H 2.3367 -2.6296 0.5072
H 2.3748 -2.2967 -1.0553
H 1.3562 -3.7122 -0.5413
H 2.3874 -0.7255 1.4850
H 0.7464 -0.1477 2.2825
H 1.7981 0.8639 1.6923
H 2.7332 -0.1559 -1.0316
H 2.0037 1.4579 -0.9246
H 1.4504 -0.0708 -2.1236
H -3.2150 1.0898 -0.9424
H -1.7569 1.7242 -1.6318
H -1.9921 0.0025 -1.6427
H -3.0770 2.1280 1.3558
H -2.1241 3.0382 0.1793
H -1.5687 2.6186 1.6917
H -1.6851 0.2075 0.7775
*
```

The frontier orbital gap (alpha / beta) comes out at 8.13 / 8.46 eV. For the LUMO energy (alpha / beta), the calculation gives -0.012 / -0.027 hartree.



It turns out (P) is the most stable, with the second structure 118.7 kcal/mol higher.



(P)
Formula: C3H12N2
Source: OMol25
Level of theory: ωB97M-V/def2-TZVPD

```
! RIJCOSX wB97M-V def2-TZVPD def2/J DEFGRID3
* xyz 0 1
C -0.5564 -0.9705 -0.3873
C -1.3089 -0.0596 0.6069
C -0.3869 0.4590 1.6938
N 0.1094 -0.5216 2.6816
H 0.4733 -1.1812 -0.0393
H -0.5005 -0.4328 -1.3340
H -1.0959 -1.8959 -0.5974
H -2.0939 -0.6627 1.0709
H -0.9366 1.2243 2.2448
H 0.4866 0.9506 1.2563
H 0.8280 -1.1235 2.3061
H -0.6455 -1.0546 3.0895
N 1.1313 1.0560 -2.5265
H 1.5288 1.4279 -1.6557
H 1.6168 1.4504 -3.3328
H 1.2210 0.0347 -2.5194
H 0.1293 1.2996 -2.5575
*
```

The frontier orbital gap comes out at 3.35 eV. For the LUMO energy, the calculation gives -0.037 hartree.



(Q)
Formula: C3H12N2
Source: OMol25
Level of theory: ωB97M-V/def2-TZVPD

```
! RIJCOSX wB97M-V def2-TZVPD def2/J DEFGRID3
* xyz 0 1
C -0.5632 1.9107 2.9676
C -0.6057 0.3855 2.5498
H 0.0915 2.1365 3.8065
H -0.1565 2.4696 2.1230
H -1.5660 2.2127 3.2632
H 0.3809 -0.0659 2.6081
H -1.0150 0.2417 1.5467
H -1.2533 -0.0492 3.3141
N 1.3861 -0.5374 -2.5624
C 0.2824 -0.3101 -1.5826
N -0.5126 -1.5709 -1.4402
H 2.1986 -0.0913 -2.1786
H 0.9496 -0.3038 -3.4395
H -0.3902 0.4638 -1.9456
H 0.6602 -0.0612 -0.5912
H 0.1882 -2.2819 -1.6378
H -1.1434 -1.5426 -2.2368
*
```

Its structure (SMILES) is NCN.CC. The frontier orbital gap comes out at 10.13 eV. For the LUMO energy, the calculation gives 0.035 hartree.



It turns out (Q) is the most stable, with the second structure 111.4 kcal/mol higher.



(P)
Formula: C41H60F3O23S
Source: OMol25
Level of theory: ωB97M-V/def2-TZVPD

```
! RIJCOSX wB97M-V def2-TZVPD def2/J DEFGRID3
* xyz -1 1
C -0.1631 -0.2342 1.0896
F -1.1094 0.4466 1.6941
F 0.8467 -0.3773 1.9298
F -0.6660 -1.4318 0.8575
S 0.3571 0.5280 -0.5061
O 0.6819 1.9089 -0.2302
O 1.5174 -0.2265 -0.9288
O -0.7952 0.3598 -1.3589
O 2.9930 -3.2757 -4.0592
C 2.0460 -3.1269 -3.3295
O 2.0663 -3.5659 -2.0299
C 0.8173 -3.2720 -1.3938
C -0.1971 -2.9257 -2.4945
C 0.7072 -2.4692 -3.6229
H 0.8746 -2.5034 -0.6345
H 0.5306 -4.1956 -0.8866
H -0.9031 -2.2082 -2.0797
H -0.7527 -3.8491 -2.6782
H 0.8392 -1.3908 -3.7266
H 0.3827 -2.7845 -4.6183
O -5.6622 1.0836 -0.9119
C -5.1956 0.0335 -0.6540
O -5.9420 -1.0902 -0.5768
C -5.0709 -2.2166 -0.3817
C -3.7325 -1.7817 -0.9883
C -3.7416 -0.3329 -0.5057
H -5.5453 -3.0720 -0.8621
H -4.9451 -2.4790 0.6704
H -3.7467 -1.8535 -2.0734
H -2.8974 -2.3643 -0.6086
H -3.1635 0.3767 -1.0943
H -3.4101 -0.2370 0.5293
O 6.4711 -3.8292 1.7050
C 5.3814 -3.3924 1.4228
O 5.2192 -2.1743 0.8400
C 3.8293 -1.9882 0.4193
C 3.0693 -2.9401 1.3321
C 4.0243 -4.1172 1.4831
H 3.7372 -2.2071 -0.6462
H 3.4731 -0.9727 0.5944
H 2.0575 -3.1490 0.9555
H 2.8460 -2.4727 2.2972
H 3.9648 -4.7751 0.6130
H 3.7992 -4.6740 2.3812
O -4.7901 -1.5181 2.7994
C -4.1674 -0.7534 3.4303
O -4.0551 0.5213 3.0802
C -3.4441 1.3093 4.1349
C -3.3508 0.3842 5.3404
C -3.3898 -1.0076 4.7004
H -3.9539 2.2402 4.3453
H -2.4287 1.5266 3.7924
H -4.2317 0.4678 5.9818
H -2.4686 0.5858 5.9438
H -3.8873 -1.7269 5.3399
H -2.4049 -1.3830 4.4411
O 6.1143 2.9157 -4.0155
C 5.2490 2.1021 -3.8792
O 5.3667 1.0801 -3.0221
C 4.1468 0.2953 -2.9060
C 3.0660 1.1223 -3.6428
C 3.8894 2.0637 -4.5381
H 3.9248 0.2822 -1.8458
H 4.2313 -0.6930 -3.3562
H 2.5420 1.6968 -2.8795
H 2.3784 0.5648 -4.2687
H 3.4562 3.0385 -4.7068
H 4.0467 1.5533 -5.4965
O 4.5944 -1.9095 4.2670
C 4.8126 -0.7506 4.2067
O 5.3181 -0.0616 5.2747
C 5.4925 1.3384 4.9396
C 4.5316 1.5498 3.7881
C 4.5896 0.2027 3.0540
H 6.5432 1.5210 4.7040
H 5.1963 1.9606 5.7850
H 4.6552 2.4443 3.1779
H 3.5128 1.6788 4.1837
H 5.4734 0.1578 2.4095
H 3.7096 -0.0812 2.4925
O -1.9413 -5.8792 0.2807
C -1.7849 -5.2928 1.3060
O -2.4618 -4.1687 1.6360
C -2.0797 -3.6531 2.9334
C -0.7780 -4.4226 3.2797
C -0.9321 -5.7334 2.4979
H -2.8826 -3.9526 3.6040
H -1.8880 -2.6012 2.8813
H -0.6682 -4.5433 4.3554
H 0.0735 -3.8869 2.8596
H -1.5257 -6.4965 3.0082
H 0.0319 -6.1386 2.2148
O -0.6525 -0.4035 -5.6519
C -1.3089 0.1698 -4.8573
O -1.0298 1.4305 -4.4837
C -2.1662 2.0348 -3.7897
C -3.3048 1.0227 -3.9564
C -2.5407 -0.3055 -4.1097
H -2.4424 2.9548 -4.3027
H -1.8903 2.1962 -2.7473
H -3.8735 1.2867 -4.8492
H -3.9857 1.0186 -3.1021
H -3.0611 -1.1424 -4.5595
H -2.1916 -0.6608 -3.1342
O 1.7847 6.4153 -4.5850
C 1.3741 5.8182 -3.6395
O 1.1111 4.4810 -3.6714
C 0.7601 4.0274 -2.3704
C 0.2971 5.2548 -1.5816
C 1.0201 6.4012 -2.2890
H 1.6165 3.5782 -1.8654
H 0.0175 3.2368 -2.4023
H 0.4763 5.0501 -0.5281
H -0.7852 5.4004 -1.6717
H 1.9899 6.6496 -1.8404
H 0.4434 7.3097 -2.4007
O -2.9103 4.5411 3.5890
C -2.9499 4.2215 2.4326
O -4.0683 4.3532 1.7012
C -3.8236 3.8692 0.3500
C -2.6326 2.9636 0.4949
C -1.8406 3.6432 1.5725
H -3.6434 4.7389 -0.2803
H -4.7052 3.3342 0.0117
H -2.0666 2.8063 -0.4324
H -2.9080 1.9415 0.7559
H -1.3129 4.5188 1.1675
H -1.1205 3.1136 2.1809
*
```

The frontier orbital gap comes out at 9.49 eV. For the LUMO energy, the calculation gives 0.061 hartree.



(Q)
Formula: C41H60F3O23S
Source: OMol25
Level of theory: ωB97M-V/def2-TZVPD

```
! RIJCOSX wB97M-V def2-TZVPD def2/J DEFGRID3
* xyz -1 1
C -0.7723 0.7000 1.2150
F 0.1157 1.1108 2.1276
F -0.9939 -0.6235 1.4483
F -1.9338 1.3223 1.4130
S -0.1045 0.9084 -0.4893
O 0.9767 -0.0558 -0.5361
O -1.2044 0.6657 -1.3920
O 0.3580 2.2799 -0.4646
O -2.6495 -4.2601 -2.0776
C -3.2993 -3.3593 -1.6200
O -2.7720 -2.5258 -0.7006
C -3.7198 -1.5348 -0.2836
C -5.0732 -2.0973 -0.7076
C -4.7376 -2.9521 -1.9192
H -3.5015 -0.5765 -0.7562
H -3.6564 -1.3531 0.7887
H -5.7083 -1.2483 -0.9879
H -5.6242 -2.6402 0.0558
H -4.6104 -2.4202 -2.8655
H -5.3598 -3.8287 -2.0591
O -4.5966 -5.4114 0.9040
C -3.5233 -5.0598 1.2976
O -3.3325 -3.8334 1.8304
C -1.9834 -3.6548 2.2887
C -1.2179 -4.9656 1.9995
C -2.2796 -5.9132 1.4254
H -2.0499 -3.4515 3.3592
H -1.5249 -2.8204 1.7674
H -0.7413 -5.3978 2.8776
H -0.4329 -4.7262 1.2846
H -2.5492 -6.7285 2.0897
H -1.9862 -6.2423 0.4316
O 0.0112 -4.5874 -5.6248
C 0.2228 -4.0261 -4.5942
O 0.9008 -4.6466 -3.5842
C 0.8947 -3.8263 -2.3941
C 0.6805 -2.4123 -2.9016
C -0.1525 -2.6322 -4.1689
H 1.8421 -3.9451 -1.8732
H 0.0672 -4.1647 -1.7670
H 1.6494 -1.9609 -3.1394
H 0.2211 -1.7424 -2.1787
H 0.0324 -1.8696 -4.9246
H -1.2221 -2.5476 -3.9610
O 0.0736 6.1650 0.6224
C 1.0032 5.4370 0.4577
O 1.6490 4.8387 1.4903
C 2.6768 3.9639 1.0345
C 2.9117 4.2952 -0.4475
C 1.6365 5.0065 -0.8525
H 2.3824 2.9227 1.1756
H 3.5831 4.1241 1.6204
H 3.1342 3.4037 -1.0328
H 3.7708 4.9614 -0.5601
H 0.9221 4.3590 -1.3635
H 1.6981 5.8765 -1.5075
O 0.7744 5.6075 6.6125
C 1.3913 4.8063 5.9729
O 0.9262 3.5834 5.6764
C 1.7772 2.9365 4.6981
C 3.1361 3.5804 4.9111
C 2.7537 5.0068 5.3062
H 1.3359 3.0528 3.7020
H 1.7361 1.8627 4.8409
H 3.7036 3.5415 3.9786
H 3.7004 3.0349 5.6645
H 2.5547 5.6135 4.4219
H 3.4887 5.4380 5.9775
O -0.5931 0.3324 -6.2732
C -0.1510 1.1677 -5.5379
O -0.4331 2.4815 -5.7219
C 0.1661 3.3107 -4.7132
C 1.0061 2.3887 -3.8385
C 0.7820 0.9742 -4.3621
H -0.6131 3.8291 -4.1549
H 0.7575 4.0852 -5.2065
H 0.6007 2.4742 -2.8312
H 2.0703 2.6036 -3.7547
H 0.2995 0.3401 -3.6099
H 1.6550 0.3717 -4.6109
O 0.3290 0.4479 6.4580
C -0.6849 0.2071 5.8771
O -1.8284 0.8988 6.1332
C -2.9462 0.3043 5.4566
C -2.5000 -1.1063 5.1059
C -1.0085 -0.8788 4.8764
H -3.1415 0.8776 4.5454
H -3.8298 0.3572 6.0874
H -3.0069 -1.4822 4.2137
H -2.7086 -1.8603 5.8680
H -0.8844 -0.4266 3.8854
H -0.4011 -1.7773 4.8512
O 6.9631 1.7925 -3.1157
C 6.0159 1.2788 -2.5979
O 4.7936 1.2911 -3.1788
C 3.8129 0.6393 -2.3622
C 4.4896 0.2173 -1.0526
C 5.9855 0.4176 -1.3502
H 3.4626 -0.2405 -2.9064
H 2.9483 1.2707 -2.1699
H 4.2738 -0.8203 -0.8161
H 4.1854 0.8737 -0.2397
H 6.4573 -0.5173 -1.6596
H 6.5195 0.8345 -0.5039
O -4.9959 -0.9826 -6.0432
C -4.4743 -0.1667 -5.3456
O -4.1343 -0.4235 -4.0567
C -3.4102 0.6940 -3.4962
C -3.8419 1.8850 -4.3298
C -4.0566 1.2454 -5.7095
H -2.3444 0.4749 -3.5288
H -3.7127 0.7966 -2.4565
H -3.1433 2.7208 -4.2806
H -4.7843 2.2949 -3.9574
H -3.1466 1.2462 -6.3094
H -4.8433 1.7703 -6.2456
O 3.2156 0.3895 3.7872
C 2.7767 -0.6951 3.5346
O 2.5101 -1.6234 4.4833
C 2.0954 -2.8446 3.8622
C 1.6227 -2.4657 2.4531
C 2.4865 -1.2346 2.1400
H 1.3262 -3.3418 4.4495
H 2.9425 -3.5330 3.7693
H 0.5648 -2.2084 2.4784
H 1.7865 -3.2981 1.7702
H 1.9340 -0.4942 1.5741
H 3.4048 -1.5269 1.6347
*
```

The frontier orbital gap comes out at 9.69 eV. For the LUMO energy, the calculation gives 0.064 hartree.



It turns out (Q) is the most stable, with the second structure 4.9 kcal/mol higher.